Formula: C23H27Si
Source: the Open Molecules 2025 dataset
Level of theory: ωB97M-V with the def2-TZVPD basis set

Properties
Molecular weight = 331.6 g mol⁻¹
Total charge = +1
Frontier orbital gap = 5.4 eV

```
51
Properties=species:S:1:pos:R:3:forces:R:3
Si -0.9482 1.9310 0.3688 0.01 0.44 0.02
C -1.7773 -1.7949 0.5740 -0.16 -1.45 -0.29
C 2.1411 -3.2985 -0.3031 -0.19 -0.02 0.22
C -4.2791 -1.3898 -2.2467 0.30 -0.32 0.16
C -3.1193 -1.8279 -1.6011 -0.27 0.37 0.15
C -5.4039 -0.9817 -1.5117 0.42 -0.02 0.42
C -5.3600 -1.0180 -0.1062 0.13 -0.25 -0.15
C -4.1814 -1.3705 0.5415 0.31 0.27 -0.25
C -2.9865 -1.6875 -0.1839 -0.72 0.18 -0.12
C 5.1872 2.9135 0.7967 0.07 0.02 0.01
C 3.5433 -3.7680 -0.5593 0.12 -0.05 -0.18
C -1.7622 2.9612 1.6877 -0.26 -0.14 0.22
C -0.5014 -2.3214 0.1964 0.62 0.32 -0.03
C 3.1445 1.4031 0.7972 0.08 0.17 -0.03
C 0.8959 2.2720 0.4818 0.13 -0.61 0.05
C 1.7658 1.1898 0.6918 0.40 0.45 -0.02
C 1.4460 3.5676 0.3692 0.29 -0.17 0.05
C 1.3018 -2.9037 -1.3549 -0.39 0.21 -0.17
C 2.8315 3.7618 0.4701 -0.44 -0.11 -0.03
C 0.0328 -2.3802 -1.1274 0.09 -0.32 0.13
C 3.7019 2.6861 0.6868 -0.53 -0.18 -0.02
C 0.3525 -2.7909 1.2468 -0.16 0.27 0.01
C -1.5152 2.5183 -1.2991 -0.21 -0.16 -0.27
C 1.6366 -3.2438 1.0051 -0.25 -0.02 0.08
H 5.4320 3.6065 1.6096 -0.11 -0.14 -0.08
H 3.8179 0.5655 0.9720 -0.14 0.06 -0.03
H -0.5459 -2.0109 -1.9732 0.38 -0.04 0.31
H 2.2725 -3.5747 1.8275 -0.27 0.09 -0.16
H -1.4854 4.0109 1.4998 -0.16 -0.28 0.15
H -6.2499 -0.7767 0.4745 0.26 -0.07 -0.15
H -0.9958 1.9666 -2.0973 -0.17 0.26 0.13
H -1.3712 0.4566 0.5233 0.57 0.65 0.04
H -4.3156 -1.3876 -3.3383 -0.03 -0.17 0.38
H 1.3676 0.1703 0.7750 0.17 0.36 0.00
H 5.6009 3.3524 -0.1185 -0.14 -0.11 0.08
H 3.7444 -3.8070 -1.6363 0.03 -0.02 0.29
H 5.7051 1.9721 0.9844 0.03 0.08 0.00
H 0.8020 4.4446 0.2006 0.29 -0.48 0.09
H 4.2766 -3.0913 -0.0951 -0.26 -0.11 -0.11
H -4.1466 -1.4272 1.6303 -0.02 0.28 -0.24
H -2.6021 2.3936 -1.4257 0.32 0.14 -0.06
H -2.3294 -2.2994 -2.1810 -0.26 0.39 0.07
H -0.0476 -2.8095 2.2626 0.21 0.12 -0.22
H -1.8952 -1.6265 1.6562 0.02 -0.06 -0.52
H 1.6751 -3.0119 -2.3752 -0.16 0.24 0.27
H -1.3999 2.6740 2.6856 -0.13 0.18 -0.23
H -2.8584 2.8639 1.6651 0.30 0.15 0.06
H 3.2530 4.7658 0.3820 -0.20 -0.24 0.01
H -1.2547 3.5870 -1.3724 -0.15 -0.34 -0.13
H -6.3193 -0.6704 -2.0257 0.41 -0.11 0.20
H 3.7236 -4.7644 -0.1301 -0.15 0.26 -0.10
```
Forces are in eV/Å.


Formula: C3H3N2O2
Source: the Open Molecules 2025 dataset
Level of theory: ωB97M-V with the def2-TZVPD basis set

Properties
Molecular weight = 99.1 g mol⁻¹
Total charge = +1
Frontier orbital gap = 8.5 eV
SMILES = O=C=[NH+]C1=[N+]([O-])C1

```
10
Properties=species:S:1:pos:R:3:forces:R:3
O -2.6397 0.0161 0.2008 1.06 -0.09 0.58
O -0.6715 0.7759 -1.7729 -0.14 -0.54 -1.05
N -0.5158 0.0577 1.2997 1.36 -0.13 2.95
N 0.1779 0.4130 -0.9887 -0.80 1.32 1.54
C 1.3740 -0.3373 -0.6012 3.15 -0.68 -0.85
C -1.6482 0.0095 0.7567 -3.18 -0.35 0.08
C 0.3919 0.3506 0.2844 1.81 0.00 -1.03
H -0.2357 -0.0599 2.3682 -1.10 0.42 -2.75
H 1.3936 -1.4774 -0.6965 -0.13 1.64 -0.35
H 2.3736 0.2518 -0.8506 -2.03 -1.59 0.87
```
Forces are in eV/Å.


Formula: C8H8BeCl4NO8P2
Source: the Open Molecules 2025 dataset
Level of theory: ωB97M-V with the def2-TZVPD basis set

Properties
Molecular weight = 458.9 g mol⁻¹
Total charge = -1
Frontier orbital gap = 6.5 eV

```
32
Properties=species:S:1:pos:R:3:forces:R:3
Cl 3.1842 1.8021 -1.4981 -0.16 -0.03 -0.09
Cl -2.4464 4.4973 -1.8936 0.01 0.05 -0.01
Cl 2.6939 4.0927 -3.6676 -0.16 0.08 0.19
Cl -0.0350 5.6362 -3.5995 -0.18 0.22 -0.17
P -0.4958 -1.8333 -0.5447 -1.31 0.79 -0.44
P 0.0326 -0.5670 2.3291 -1.04 -0.64 0.92
O -1.0334 0.3808 1.8333 -0.58 0.07 -0.25
O -1.5531 -0.7241 -0.4891 0.56 -0.49 0.14
O -1.6794 2.0134 -0.4287 -0.97 -0.45 0.75
O 0.6346 -1.8058 -1.4806 0.21 -0.33 0.32
O 0.5722 0.9926 -0.1876 -0.06 -0.63 0.77
O 1.4177 0.0723 2.1293 1.40 -0.44 0.80
O -0.1719 -1.1724 3.6833 0.26 0.11 -0.36
O -1.3716 -3.2057 -0.7880 0.31 0.03 -0.03
N -1.3183 -2.7138 1.9013 -0.54 0.57 -1.19
C -0.8810 3.7467 -1.8476 -0.70 0.08 -0.03
C 1.4040 3.6060 -2.6068 0.28 -0.58 0.65
C 0.5485 2.0288 -0.9871 0.37 -0.22 -0.34
C 1.6176 2.5076 -1.7221 -0.43 0.74 -0.39
C 0.9719 -3.1480 1.4806 0.68 1.08 0.20
C -0.7456 2.6006 -1.0932 0.73 0.81 -0.59
C 0.1728 4.2392 -2.6104 0.81 -0.02 -0.42
C -0.1051 -2.0914 1.2258 0.59 -0.71 0.49
Be -1.0687 0.7114 0.2215 0.50 -0.01 -0.21
H 0.6614 -4.1161 1.0853 0.16 -0.04 -0.13
H -1.0681 -2.6277 2.8845 -0.28 0.51 0.91
H -2.1283 -2.1058 1.6341 0.34 -0.92 0.48
H -0.8834 -3.6522 -1.4903 -0.15 -0.21 -0.09
H -1.4041 -3.7010 1.6527 -0.42 0.36 -0.44
H 1.1403 -3.2081 2.5673 0.01 -0.17 -0.28
H 1.4297 0.5488 1.2882 0.02 0.75 -1.20
H 1.9079 -2.8039 1.0185 -0.26 -0.38 0.04
```
Forces are in eV/Å.


Formula: C20H40O40S10
Source: the Open Molecules 2025 dataset
Level of theory: ωB97M-V with the def2-TZVPD basis set

Properties
Molecular weight = 1241.2 g mol⁻¹
Frontier orbital gap = 10.2 eV

```
110
Properties=species:S:1:pos:R:3:forces:R:3
S 0.6777 1.4585 -4.4842 0.62 0.07 -1.25
S 4.0388 0.7071 -1.9992 0.12 1.33 -0.48
S -4.4817 3.1158 -1.3879 -0.06 -0.87 -0.98
S -3.4876 -6.9455 1.3551 0.84 -0.18 -1.05
S -3.9914 2.4197 4.2572 -0.35 -2.62 -0.17
S 5.0812 4.0282 3.0948 -0.02 -0.50 -0.27
S -1.8894 -1.0896 0.6399 0.57 0.40 -0.72
S -4.6665 -3.6590 6.0603 0.60 -0.47 -0.82
S 4.9599 -3.7736 -1.6183 0.80 0.58 0.87
S -0.4791 2.9166 1.1969 -1.07 0.84 0.61
O -5.3081 3.7625 -2.3370 -0.41 0.31 -0.40
O 4.2184 0.2753 -0.6607 -0.49 0.30 0.72
O -2.0198 3.2257 1.2885 -0.48 -0.74 -0.08
O -2.6436 -1.7653 1.6170 -0.47 -0.89 0.26
O 5.9326 2.6738 3.0318 -0.07 0.47 0.30
O -0.2633 2.2192 -0.0191 0.55 0.01 -0.51
O -4.6940 3.0614 5.2893 -0.50 0.66 0.39
O 0.5959 2.6621 -3.7455 -0.21 0.55 0.27
O 0.2795 1.7277 -6.0175 -0.53 0.37 0.56
O -2.5005 -7.5054 2.2007 0.02 0.19 0.59
O -0.0137 0.3016 -4.0624 0.17 -0.33 0.26
O -1.4401 -2.0848 -0.5277 0.00 -0.69 0.43
O -4.8003 2.5174 2.8847 0.04 1.44 -0.28
O 5.1414 1.8022 -2.3178 0.93 -0.42 -0.24
O 4.0211 -2.8680 -1.0536 -0.35 0.25 -0.57
O -5.8527 -4.3958 5.8435 -0.46 -0.31 -0.06
O -4.2593 -2.9398 4.6937 -0.08 0.24 -0.19
O 4.9071 -5.1195 -1.1885 0.05 -0.37 -0.58
O -0.0218 2.3731 2.4158 0.63 -0.40 0.28
O -3.4120 -4.6501 6.1144 -0.25 0.44 -0.10
O -4.2417 0.8295 4.3656 0.34 0.27 0.62
O -2.4224 0.0594 0.0129 -0.37 0.62 -0.01
O 5.0780 -3.6213 -3.1972 -0.61 -0.23 0.25
O 5.4454 4.8855 2.0235 0.13 0.03 -0.43
O 0.0000 4.4420 1.1207 0.29 -0.22 0.26
O -3.1497 -5.3937 1.1140 0.00 -0.60 0.04
O -4.7441 3.2914 -0.0106 0.21 -0.05 0.25
O -0.4648 -0.7829 1.2153 0.02 0.34 -0.10
O -4.4022 1.5578 -1.7583 0.25 0.33 0.45
O 3.9747 -0.2614 -3.0177 0.05 -0.21 -0.61
O -4.5629 -2.7375 7.1092 0.03 0.67 0.93
O 6.4344 -3.2275 -1.3242 -0.16 0.03 0.34
O -2.9803 3.4216 -1.7233 0.23 0.72 0.59
O 2.8702 1.7842 -2.2192 -0.14 -0.92 0.67
O -2.5952 2.6363 4.1003 -0.03 0.47 -0.44
O 3.6785 3.3561 2.7566 0.09 0.35 0.50
O -3.1374 -7.4477 -0.1471 -0.87 0.18 -0.02
O 5.0894 4.5039 4.4164 -0.05 0.17 0.57
O 2.2302 1.1828 -4.7972 -0.74 -0.57 -0.07
O -4.8656 -7.1437 1.5909 -0.29 0.13 0.09
C 1.4249 2.0708 -6.8001 0.28 -1.18 -0.54
C 4.8157 3.0138 -1.6086 -0.15 -0.86 0.51
C -3.1767 -5.1206 -0.3273 -0.31 -0.10 1.19
C 5.3357 1.7749 2.1117 0.03 -0.42 -0.36
C -2.4497 2.5630 -2.7402 0.84 -0.15 1.02
C -0.0680 -1.8279 -0.8477 0.51 1.15 -0.53
C -1.1080 5.3408 1.0926 -0.85 0.45 -1.04
C 3.8394 2.1237 2.0776 -0.11 -0.49 -0.46
C -3.2272 -3.6264 3.9881 0.72 -0.40 0.07
C -2.5858 -6.3757 -0.8957 1.55 0.27 -0.27
C 6.2290 -2.8731 -3.6150 0.54 -0.19 0.58
C -4.9721 1.2716 2.2462 1.08 -1.95 -0.70
C -3.0103 -4.9234 4.7632 -0.03 -0.56 -0.04
C -4.0645 0.3179 3.0227 -0.49 0.59 0.74
C -3.3139 1.2940 -2.6694 -0.65 -0.05 -0.94
C -2.3605 4.5698 1.5610 1.08 1.06 -0.49
C 6.8771 -2.3250 -2.3334 -0.01 0.06 -0.14
C 3.2628 3.0396 -1.6413 0.27 0.33 -0.22
C 2.5696 2.1310 -5.8116 -0.11 0.81 0.01
C 0.5764 -1.4552 0.4724 -0.90 -1.09 0.50
H -2.9993 0.4212 2.8163 -0.15 -0.10 -0.40
H -3.4901 -3.8221 2.9544 -0.40 0.07 0.06
H 5.4848 0.7643 2.4805 0.11 0.03 0.07
H 1.5670 1.2170 -7.4680 0.04 0.12 -0.09
H 7.9591 -2.4257 -2.3337 0.01 0.09 -0.22
H -4.6387 1.2177 1.2101 -0.03 0.87 -0.01
H 6.6244 -1.2792 -2.1476 -0.30 -0.18 0.33
H 5.8194 1.8575 1.1389 -0.03 0.09 0.00
H 1.2994 2.9579 -7.4138 -0.27 0.24 0.36
H -4.2381 -4.9846 -0.5409 0.21 0.24 -0.56
H 3.2605 1.3490 2.5743 -0.18 0.22 0.15
H 0.7440 -2.3702 1.0419 0.67 0.12 -0.01
H -2.3112 -3.0358 3.9650 -0.19 0.30 0.27
H -2.6586 -6.4449 -1.9804 -0.80 -0.50 0.11
H -0.0313 -0.9706 -1.5244 -0.05 -0.07 -0.14
H -2.7587 0.4311 -2.3192 -0.02 0.12 0.28
H -4.4126 -0.7071 2.9629 0.16 0.00 0.28
H -2.5476 -4.2461 -0.4502 -0.26 0.14 -0.28
H 3.5054 1.8690 -6.2906 0.18 -0.05 0.33
H -1.5016 -6.4057 -0.7212 -0.07 0.26 0.16
H 1.4139 -0.7941 0.3964 0.51 0.17 -0.03
H 0.4066 -2.6762 -1.3280 -0.24 -0.24 0.10
H 2.5759 3.1131 -5.3321 0.46 0.04 -0.15
H -1.9726 -5.2370 4.8153 0.02 0.02 -0.13
H 6.9496 -3.5819 -4.0191 -0.31 0.04 -0.61
H 5.8839 -2.0990 -4.2891 0.17 -0.04 -0.19
H 5.3553 3.8019 -2.1175 -0.29 0.22 -0.03
H -2.3384 3.1229 -3.6648 -0.61 -0.26 -0.27
H -3.7673 1.0473 -3.6310 0.09 0.08 -0.02
H -1.2401 5.6345 0.0466 0.00 -0.04 0.04
H -5.9927 0.8914 2.2711 -0.20 0.56 0.40
H -2.5760 4.7784 2.6054 -0.10 -0.52 0.09
H 3.4668 2.2395 1.0629 0.05 -0.12 0.00
H 5.1663 2.9120 -0.5813 0.12 0.21 -0.07
H -3.6205 -5.7372 4.3656 0.01 0.00 0.06
H -0.9660 6.2629 1.6510 0.57 -0.32 0.36
H -1.4459 2.3446 -2.3857 0.04 -0.07 -0.07
H -3.1632 4.8665 0.8962 -0.38 -0.26 0.31
H 2.9301 3.8411 -2.2943 -0.41 -0.18 -0.02
H 2.8006 3.1064 -0.6617 0.08 0.30 0.03
```
Forces are in eV/Å.